1.
85
Properties=species:S:1:pos:R:3:forces:R:3:mulliken_charge:R:1 method="wB97M-V/def2-TZVPD" smiles="CC(C)=NPI.CC(C)O.CC(C)O.CC(C)O.CC(C)O.CC(C)O.CC(C)O" fmax_ev_per_a=1.09 gap_ev=8.69 homo_energy_ev=-8.42
C -6.3722 -5.2565 -1.5232 0.33 0.22 -0.45 -1.123
C -6.1812 -3.8958 -0.9354 0.05 0.17 0.22 0.702
C -4.7845 -3.3590 -0.9885 -0.22 -0.73 0.66 -0.932
N -7.0765 -3.1911 -0.3371 -0.01 0.19 -1.07 -0.307
P -8.6635 -3.0786 -0.9284 -0.29 0.21 0.69 -0.051
I -9.8736 -5.0676 -0.0473 -0.07 -0.09 -0.13 -0.142
H -6.1927 -5.9641 -0.7143 -0.19 -0.06 0.14 0.207
H -7.3419 -5.4124 -1.9784 -0.18 -0.12 0.12 0.403
H -5.5909 -5.4349 -2.2586 0.00 -0.08 -0.16 0.354
H -4.4962 -3.2073 -2.0256 -0.06 0.21 -0.14 0.463
H -4.1206 -4.1320 -0.5976 0.23 0.11 0.09 0.334
H -4.7270 -2.4606 -0.3911 0.28 0.21 -0.08 0.008
H -8.5151 -3.5504 -2.2656 0.13 -0.25 0.10 0.074
C -3.2099 0.8834 0.9049 -0.14 -0.06 -0.17 -1.026
C -3.3415 -0.4441 1.6376 0.37 0.22 0.13 0.497
C -2.8423 -0.3500 3.0698 -0.07 -0.13 0.20 -1.066
O -2.6243 -1.4688 0.9449 -0.24 -0.05 -0.17 -0.502
H -2.1653 1.1947 0.8604 0.02 0.04 0.10 -0.016
H -3.5717 0.7914 -0.1201 -0.05 -0.01 0.02 0.334
H -3.7779 1.6690 1.4049 0.01 0.01 0.01 0.402
H -4.3888 -0.7521 1.6287 0.01 -0.12 -0.06 0.356
H -1.7807 -0.0953 3.0874 -0.13 0.08 -0.05 0.059
H -2.9572 -1.3113 3.5728 -0.09 0.00 -0.01 0.316
H -3.3954 0.4042 3.6335 0.00 0.01 -0.01 0.400
H -1.6932 -1.2234 0.9464 0.06 -0.02 0.11 0.316
C 0.1770 3.0028 2.4642 -0.17 -0.05 0.10 -1.320
C 0.9121 1.6815 2.6296 0.14 0.26 -0.31 0.346
C 2.2585 1.7062 1.9265 -0.04 -0.28 0.08 -0.986
O 0.1096 0.6106 2.1188 0.09 -0.09 0.10 -0.455
H -0.0082 3.2033 1.4053 0.09 0.02 -0.02 0.271
H -0.7902 2.9707 2.9681 0.02 0.00 0.03 0.328
H 0.7565 3.8306 2.8741 0.01 0.01 -0.02 0.445
H 1.0492 1.4699 3.6911 -0.09 -0.12 0.00 0.300
H 2.1333 1.8698 0.8551 0.00 0.11 0.10 0.062
H 2.7719 0.7515 2.0524 0.01 0.01 0.07 0.341
H 2.8968 2.4987 2.3200 -0.01 0.02 -0.02 0.379
H -0.0217 0.7775 1.1793 0.11 0.06 -0.06 0.284
C -7.2791 -5.9777 2.8580 0.00 -0.09 -0.10 -1.110
C -5.7603 -5.9399 2.8311 -0.20 0.35 0.15 0.265
C -5.1936 -5.2256 4.0480 0.16 -0.02 -0.03 -1.322
O -5.3135 -5.2981 1.6320 0.11 -0.21 0.01 -0.428
H -7.6824 -4.9617 2.8432 0.00 0.01 0.05 0.304
H -7.6599 -6.4887 1.9743 -0.02 -0.02 0.01 0.224
H -7.6578 -6.4866 3.7456 0.03 0.01 0.02 0.415
H -5.3673 -6.9566 2.7913 0.06 0.01 -0.12 0.292
H -5.5419 -4.1897 4.0760 -0.08 -0.02 0.02 0.337
H -4.1044 -5.2049 4.0072 0.01 -0.03 0.00 0.314
H -5.4988 -5.7168 4.9728 -0.02 0.01 0.01 0.406
H -5.6525 -4.3951 1.6440 -0.04 0.04 0.02 0.288
C 4.5211 1.3732 -2.1940 -0.06 0.00 0.11 -1.218
C 3.1547 2.0385 -2.1552 0.37 0.26 -0.25 0.541
C 2.9365 2.9435 -3.3572 -0.17 -0.09 0.02 -1.309
O 3.0122 2.7919 -0.9465 -0.17 -0.11 -0.09 -0.489
H 5.3108 2.1315 -2.1795 -0.04 0.04 -0.11 0.286
H 4.6647 0.7338 -1.3279 -0.02 -0.07 0.00 0.252
H 4.6411 0.7684 -3.0943 0.02 0.01 -0.01 0.392
H 2.3784 1.2714 -2.1238 -0.05 0.03 0.13 0.271
H 3.6760 3.7431 -3.3726 0.06 -0.02 -0.03 0.227
H 1.9532 3.4140 -3.3089 -0.02 -0.03 -0.01 0.327
H 3.0095 2.3836 -4.2915 0.01 -0.01 0.01 0.398
H 3.6874 3.4778 -0.9502 0.02 0.05 -0.04 0.269
C 7.6921 -1.9836 -1.2876 -0.02 0.11 -0.11 -1.312
C 6.9927 -1.2447 -0.1569 0.01 -0.43 0.02 0.533
C 7.2287 -1.9246 1.1829 -0.06 0.11 0.09 -1.365
O 5.5935 -1.1484 -0.4226 0.08 0.12 0.06 -0.469
H 7.3039 -3.0022 -1.3731 0.03 -0.03 0.07 0.338
H 7.5128 -1.4829 -2.2392 0.01 0.03 0.01 0.312
H 8.7684 -2.0386 -1.1201 0.00 -0.02 0.01 0.381
H 7.3563 -0.2171 -0.1133 -0.10 0.05 -0.02 0.254
H 6.8273 -2.9416 1.1687 0.06 -0.03 -0.05 0.350
H 6.7210 -1.3825 1.9806 0.02 0.03 0.00 0.332
H 8.2921 -1.9778 1.4193 0.01 -0.02 -0.01 0.374
H 5.2386 -2.0421 -0.4669 -0.02 -0.04 0.01 0.287
C 3.7870 7.9177 -2.1433 0.00 -0.11 0.11 -1.284
C 4.5657 7.1467 -3.1983 -0.28 0.32 -0.14 0.463
C 5.0134 8.0543 -4.3336 0.10 -0.10 -0.07 -1.339
O 3.7749 6.0715 -3.7068 0.24 -0.02 0.11 -0.459
H 2.8841 8.3527 -2.5801 0.04 0.05 -0.04 0.350
H 3.4737 7.2539 -1.3373 0.03 -0.01 0.01 0.288
H 4.3861 8.7237 -1.7178 -0.01 0.02 -0.01 0.380
H 5.4387 6.6803 -2.7393 -0.02 -0.10 -0.02 0.252
H 4.1456 8.4936 -4.8330 -0.02 0.05 0.06 0.353
H 5.5691 7.4868 -5.0798 0.03 -0.01 0.02 0.326
H 5.6465 8.8639 -3.9687 -0.01 0.02 0.00 0.376
H 2.9929 6.4510 -4.1203 -0.05 0.00 -0.02 0.294

2.
88
Properties=species:S:1:pos:R:3:forces:R:3:mulliken_charge:R:1 method="wB97M-V/def2-TZVPD" smiles="COC[C@@H](C)N.COC[C@@H](C)N.COC[C@@H](C)N.COC[C@@H](C)N.CCCCNOC(=O)O" fmax_ev_per_a=4.89 gap_ev=9.39 homo_energy_ev=-9.12
C 0.0710 -3.5488 -2.9792 -0.38 0.96 1.02 -0.893
C 0.4440 -2.2205 -2.2515 1.05 -0.48 -0.64 -0.182
C -0.0275 -0.9666 -2.9873 -0.33 -0.28 0.25 -0.946
C -1.5638 -0.7462 -2.9893 0.44 0.17 -0.39 -0.317
N -2.3350 -1.8176 -2.3532 0.01 0.73 0.28 -0.060
O -2.9218 -2.5687 -3.4372 0.14 0.79 0.56 -0.311
C -3.7014 -3.5590 -3.0033 0.07 1.94 1.36 0.633
O -3.8409 -4.4927 -3.6547 -0.51 -3.99 -2.77 -0.481
O -4.3362 -3.4455 -1.8150 -0.20 0.74 0.69 -0.456
H 0.9175 -4.2245 -3.0733 0.02 0.05 -0.10 0.354
H -0.6855 -4.0210 -2.3528 -0.17 -0.33 -0.45 -0.092
H -0.3411 -3.2732 -3.9475 -0.06 -0.50 -0.13 0.351
H 1.5388 -2.1841 -2.2638 -0.03 0.24 0.19 0.431
H 0.1654 -2.2380 -1.1990 -0.22 0.03 -0.03 0.045
H 0.3104 -1.0522 -4.0232 0.08 0.11 0.05 0.377
H 0.4597 -0.0952 -2.5438 -0.03 0.03 -0.08 0.328
H -1.9017 -0.6344 -4.0240 -0.12 -0.01 0.07 0.312
H -1.7976 0.2068 -2.5097 -0.10 -0.16 0.25 0.275
H -3.1278 -1.3847 -1.8850 0.02 0.06 -0.13 0.297
H -4.9598 -2.7045 -1.8145 0.26 0.05 0.03 0.312
C 1.8756 2.4260 2.8051 0.01 0.14 0.20 -1.396
C 2.5123 2.6898 1.4444 -0.19 -0.31 0.17 0.642
C 1.5191 2.6142 0.2735 0.23 0.21 -0.20 -0.975
O 1.1550 1.2995 -0.1084 -0.25 0.15 0.08 -0.238
C 0.1369 0.7138 0.6857 0.18 -0.27 -0.15 -0.496
N 3.6399 1.7702 1.2648 -0.01 0.06 -0.32 -0.630
H 1.6797 1.3667 2.9721 0.00 -0.01 -0.09 0.305
H 2.5454 2.7556 3.6007 0.05 -0.02 -0.06 0.249
H 0.9345 2.9704 2.9124 0.00 -0.02 -0.02 0.357
H 2.9072 3.7108 1.4658 0.00 0.00 -0.10 0.305
H 2.0045 3.0469 -0.6061 0.00 -0.08 -0.03 0.334
H 0.6246 3.2203 0.4676 -0.02 -0.06 0.12 0.427
H -0.5942 1.4524 1.0271 0.06 0.05 0.05 0.331
H 0.5754 0.1933 1.5394 -0.17 0.04 0.12 0.214
H -0.3790 -0.0289 0.0747 0.05 0.03 -0.06 0.010
H 4.1268 2.0133 0.4051 0.06 0.03 0.06 0.290
H 3.2565 0.8478 1.0705 0.02 -0.01 0.13 0.262
C -1.2557 -5.2172 0.8172 -0.12 0.11 -0.12 -1.280
C -0.2363 -6.2299 0.3034 -0.07 0.12 0.36 0.652
C -0.4816 -7.6613 0.8074 0.13 -0.11 -0.26 -0.911
O -0.0899 -7.8914 2.1494 -0.21 0.00 -0.04 -0.394
C -1.0294 -7.4821 3.1261 0.24 -0.03 0.12 -0.637
N 1.1117 -5.7577 0.6373 0.04 -0.22 -0.07 -0.708
H -1.0747 -4.9381 1.8556 0.04 -0.07 0.01 0.299
H -1.2041 -4.3001 0.2274 0.04 -0.02 0.00 0.116
H -2.2730 -5.6067 0.7384 0.01 0.00 0.01 0.351
H -0.3278 -6.2528 -0.7869 0.05 -0.10 0.00 0.337
H 0.1329 -8.3376 0.2067 0.05 0.00 0.07 0.394
H -1.5249 -7.9659 0.6533 -0.05 0.10 0.06 0.406
H -2.0588 -7.6217 2.7843 0.00 0.06 -0.05 0.297
H -0.8670 -6.4396 3.4093 -0.17 0.04 -0.01 0.229
H -0.8730 -8.0944 4.0147 0.02 -0.04 -0.05 0.259
H 1.7937 -6.3771 0.2071 0.01 0.11 -0.09 0.294
H 1.2472 -5.9052 1.6349 -0.03 0.11 -0.01 0.293
C -6.2344 3.1380 -3.9077 -0.13 0.09 -0.11 -1.451
C -5.2095 2.1379 -4.4345 -0.04 0.13 0.40 0.286
C -5.4153 0.7097 -3.9056 0.16 -0.12 -0.37 -0.697
O -4.9847 0.5072 -2.5677 -0.17 -0.19 0.06 -0.208
C -5.9089 0.9165 -1.5719 0.24 0.00 0.14 -0.864
N -3.8630 2.6406 -4.1424 0.04 -0.29 -0.05 -0.713
H -6.0322 3.4350 -2.8785 0.04 -0.06 0.01 0.287
H -6.2152 4.0467 -4.5096 0.06 -0.02 0.02 0.368
H -7.2458 2.7282 -3.9543 0.01 0.00 0.02 0.343
H -5.3269 2.0964 -5.5212 0.05 -0.11 0.00 0.428
H -4.8025 0.0362 -4.5117 0.05 -0.01 0.08 0.300
H -6.4555 0.3819 -4.0278 -0.05 0.10 0.08 0.449
H -6.9434 0.7548 -1.8859 0.00 0.06 -0.05 0.377
H -5.7561 1.9647 -1.3087 -0.17 0.03 -0.01 0.249
H -5.7203 0.3220 -0.6768 0.02 -0.03 -0.04 0.276
H -3.1790 2.0293 -4.5820 0.01 0.12 -0.09 0.272
H -3.6980 2.5127 -3.1465 -0.03 0.14 -0.01 0.336
C 6.8999 6.8136 3.7517 0.16 0.13 0.04 -1.395
C 5.9182 6.3326 4.8159 0.00 -0.09 -0.36 0.364
C 5.9088 4.8059 5.0004 -0.11 0.02 0.26 -0.761
O 5.2220 4.0935 3.9893 0.20 -0.03 0.03 -0.276
C 5.9686 3.8546 2.8069 -0.28 -0.08 -0.14 -0.648
N 4.5837 6.8520 4.4996 -0.06 -0.16 0.16 -0.738
H 6.5314 6.6414 2.7407 -0.04 -0.07 0.03 0.281
H 7.0648 7.8871 3.8512 -0.06 -0.01 0.00 0.346
H 7.8669 6.3165 3.8537 -0.02 -0.02 -0.02 0.344
H 6.2347 6.7690 5.7682 -0.06 -0.07 0.05 0.411
H 5.3713 4.5844 5.9271 -0.05 -0.02 -0.05 0.335
H 6.9257 4.4119 5.1259 0.05 0.06 -0.11 0.389
H 7.0294 3.6903 3.0170 0.01 0.11 0.05 0.352
H 5.8475 4.6850 2.1059 0.21 0.02 -0.03 0.249
H 5.5640 2.9600 2.3329 -0.05 -0.01 0.13 0.176
H 3.9505 6.6188 5.2601 0.02 0.12 0.02 0.276
H 4.2272 6.3132 3.7135 0.05 0.09 -0.04 0.294

3.
112
Properties=species:S:1:pos:R:3:forces:R:3:mulliken_charge:R:1 method="wB97M-V/def2-TZVPD" fmax_ev_per_a=4.66 gap_ev=11.12 homo_energy_ev=-9.38 charge=-1 relative_energy_kcal_mol=139.1
As 0.1740 -1.3676 0.3870 -0.96 1.79 -1.81 2.148
F -0.1683 0.4284 0.6334 0.26 -2.23 -0.02 -0.511
F 0.2558 -1.7245 2.0804 0.16 0.37 -0.42 -0.475
F 0.3857 -3.1152 0.0585 0.26 1.67 0.10 -0.508
F 0.0299 -1.0408 -1.4233 0.29 -0.57 1.99 -0.519
F 1.9124 -0.8572 0.3239 -1.67 -1.21 0.04 -0.526
F -1.6216 -1.6439 0.4223 1.56 0.20 0.04 -0.366
O -5.9084 -5.3218 1.4436 -0.42 0.84 1.24 -0.567
S -5.9539 -4.8238 2.8067 0.72 -0.17 1.57 1.088
O -6.9228 -5.3756 3.7863 2.52 1.21 -2.16 -0.594
O -4.3977 -4.9960 3.4094 -0.58 -0.31 -1.09 -0.408
C -3.2149 -4.8200 2.5181 0.57 1.28 0.04 0.382
C -2.2202 -3.8446 3.1802 0.53 -0.80 -0.41 -0.863
C -6.0228 -2.9432 2.8940 -0.86 -2.17 -0.70 -0.619
H -3.3997 -4.4640 1.5046 -1.18 0.49 0.21 -0.287
H -2.6661 -5.7189 2.2374 -0.54 -0.78 0.98 0.304
H -1.3780 -3.6442 2.5179 -0.31 0.11 -0.76 0.047
H -1.6418 -4.3465 3.9558 -0.71 0.23 0.79 0.380
H -2.6157 -2.8620 3.4375 -0.15 -0.30 0.32 0.304
H -6.1093 -2.6075 3.9274 0.47 -0.26 -0.14 0.363
H -6.9817 -2.7848 2.4006 0.14 0.46 -0.20 0.395
H -5.1731 -2.6110 2.2976 -0.15 0.23 0.27 0.014
O 5.2328 6.3211 1.4089 -0.53 -2.73 -1.74 -0.607
S 5.0228 5.2659 0.3943 1.34 -0.28 -0.46 1.130
O 6.1635 4.6156 -0.3209 -2.52 1.69 1.84 -0.620
O 4.1014 3.9979 1.0628 2.42 3.98 0.24 -0.353
C 3.8951 2.8663 0.2692 -1.68 -0.67 -0.84 -0.421
C 2.3734 2.8537 0.0655 -0.10 -0.86 -0.11 -0.386
C 3.8519 5.9507 -0.8783 0.66 -1.02 0.80 -0.779
H 4.2186 2.0056 0.8546 0.07 -0.06 -0.11 0.284
H 4.4216 2.8929 -0.6847 0.18 0.00 0.14 0.410
H 2.0167 3.4479 -0.7758 0.34 0.13 -0.14 -0.146
H 1.8861 3.2379 0.9616 0.05 -0.16 0.11 0.595
H 2.0292 1.8330 -0.1010 -0.13 -0.04 -0.01 -0.064
H 3.9754 5.2952 -1.7403 -0.40 -0.16 0.10 0.279
H 4.0636 6.9712 -1.1976 0.31 -0.06 0.58 0.552
H 2.8970 5.8563 -0.3612 -0.07 0.12 -0.38 0.106
O -2.0905 7.2544 -3.1438 2.52 -1.44 2.74 -0.605
S -1.2788 6.7662 -1.9905 -1.54 -0.15 0.95 1.099
O -1.4541 7.3945 -0.6525 0.46 -1.16 -2.85 -0.633
O -1.6033 5.1236 -1.8074 0.73 3.10 -1.48 -0.307
C -1.4579 4.5516 -0.4953 -0.63 0.03 -0.91 -0.326
C -1.8324 3.1245 -0.7971 0.61 -0.60 0.65 -0.030
C 0.5562 6.6992 -2.3269 -1.33 0.57 0.11 -0.371
H -2.1480 5.1241 0.1245 0.18 -0.46 0.45 0.426
H -0.4280 4.6097 -0.1431 0.03 0.21 0.13 0.260
H -1.0394 2.6347 -1.3622 0.21 0.18 -0.04 -0.538
H -2.7209 3.0151 -1.4189 -0.27 0.14 0.59 0.421
H -1.8274 2.5923 0.1542 -0.54 -0.32 -0.08 0.179
H 1.0378 5.9630 -1.6833 -0.43 -0.22 -0.19 -0.292
H 0.9154 7.6771 -2.0061 -0.06 0.08 -0.30 0.408
H 0.6946 6.5199 -3.3931 0.07 -0.05 0.21 0.377
O 3.5848 -0.7121 6.0096 -1.45 1.62 -2.34 -0.652
S 2.9435 0.1555 4.9850 -0.10 1.21 1.45 1.154
O 1.5868 0.7235 5.1952 3.33 -1.44 -0.52 -0.590
O 3.9368 1.5062 4.7831 -2.31 -0.97 0.65 -0.290
C 5.3521 1.4194 4.7747 0.28 0.80 -1.27 -0.126
C 5.8525 2.7972 4.2670 0.08 -0.92 0.70 -1.070
C 3.0953 -0.5491 3.3015 -0.31 0.07 1.46 -0.524
H 5.5890 0.7006 3.9902 0.58 -0.48 0.45 0.280
H 5.7572 1.2252 5.7678 -0.06 -0.48 -0.18 0.278
H 5.7906 3.4878 5.1079 -0.30 0.38 -0.40 0.341
H 5.3049 3.0934 3.3723 -0.10 0.24 0.28 0.117
H 6.9076 2.7244 4.0033 0.07 -0.11 -0.01 0.396
H 2.3063 -1.2902 3.1738 0.02 0.12 0.07 0.180
H 4.0694 -1.0378 3.3224 -0.01 0.22 -0.42 0.410
H 2.9535 0.2820 2.6106 0.22 -0.21 0.02 0.040
O -2.0295 -8.5239 -0.5490 0.86 0.46 -0.60 -0.595
S -0.9408 -7.7977 -1.1688 -1.11 1.31 0.89 1.133
O -0.0087 -8.4743 -2.0457 -1.26 1.13 0.38 -0.593
O -1.6165 -6.4371 -1.9312 0.76 -1.11 0.41 -0.363
C -2.6871 -5.6940 -1.2833 -0.55 1.51 0.82 0.024
C -2.6223 -4.1124 -1.5556 0.27 -2.26 -1.08 -0.775
C 0.0819 -6.9261 0.0923 -1.09 -1.22 -1.59 -0.683
H -2.6970 -5.7741 -0.1963 0.64 -0.50 0.11 -0.150
H -3.6705 -6.0845 -1.5449 0.21 -0.17 -0.51 0.303
H -3.3064 -3.5468 -0.9229 0.29 -0.30 0.37 0.265
H -2.9743 -3.9519 -2.5747 0.14 0.10 -0.14 0.331
H -1.5803 -3.7981 -1.4976 -0.19 0.28 0.30 0.196
H 0.5475 -7.7769 0.5898 0.38 0.40 0.07 0.431
H -0.5340 -6.3317 0.7672 0.15 0.04 -0.29 0.114
H 0.6893 -6.3881 -0.6355 0.49 0.32 0.86 0.302
O -5.5698 2.2549 -1.0349 0.78 -3.74 0.01 -0.592
S -5.2451 0.8040 -0.9131 0.93 1.47 0.25 1.107
O -6.2616 -0.2338 -1.0507 1.09 1.37 0.17 -0.613
O -4.0295 0.4849 -2.0010 -1.50 0.85 1.52 -0.263
C -3.6361 -0.8899 -2.1769 1.08 -0.53 -0.25 0.547
C -2.8421 -0.8402 -3.4795 -0.76 0.05 -0.18 -1.185
C -4.3274 0.5181 0.7016 -1.08 0.05 -1.22 -0.464
H -4.5201 -1.5270 -2.1495 0.02 0.02 -0.47 0.522
H -2.9330 -1.2573 -1.4293 -0.23 0.48 0.62 -0.379
H -3.5429 -0.3526 -4.1572 0.45 -0.08 -0.60 0.436
H -2.5018 -1.8003 -3.8674 -0.38 -0.15 0.16 0.371
H -1.9360 -0.2449 -3.3669 -0.19 0.20 0.21 -0.011
H -3.7380 -0.3891 0.5682 -0.01 0.07 0.05 -0.086
H -5.1397 0.3687 1.4128 0.15 0.00 0.08 0.410
H -3.7002 1.3668 0.9743 -0.18 -0.05 -0.33 0.226
O 2.9610 3.3637 -3.3025 -1.25 -3.89 -1.52 -0.452
S 2.6166 2.0029 -3.8569 1.35 -0.73 0.45 0.971
O 3.2059 1.5010 -5.1169 -1.24 1.64 1.97 -0.617
O 3.0771 0.8892 -2.7057 -0.43 1.43 -1.38 -0.247
C 3.0429 -0.5213 -3.0965 -0.73 -0.56 0.82 0.275
C 4.3650 -1.1733 -2.7645 0.07 0.35 -0.12 -1.481
C 0.7775 1.6570 -3.8504 1.04 0.94 -0.43 -0.885
H 2.7476 -0.7152 -4.1276 0.46 0.67 -0.26 0.515
H 2.2215 -0.9726 -2.5399 0.07 0.16 0.44 -0.171
H 4.6950 -1.0465 -1.7334 -0.33 0.30 0.07 0.283
H 5.1144 -0.7158 -3.4104 0.23 -0.39 -0.05 0.371
H 4.2754 -2.2509 -2.9019 0.12 0.02 -0.36 0.398
H 0.3321 2.3883 -4.5248 0.00 0.38 0.39 0.611
H 0.4617 1.7419 -2.8106 -0.07 0.00 -0.20 -0.075
H 0.5142 0.7051 -4.3116 0.69 -0.26 0.38 0.361